The following is a quantum chemistry calculation of 2 unconnected molecules or ions with the total composition H3O4PSi in a non-equilibrium geometry, from the OMol25 dataset.

The geometry in ORCA input format:
```
! wB97M-V def2-TZVPD RIJCOSX def2/J DEFGRID3
* xyz -2 1
O -1.57380 -0.35547 1.42384
O -1.85544 -0.76461 -1.07446
O -1.21667 1.57631 -0.25253
O 1.99733 0.98893 -0.16728
Si 1.15833 -0.27762 0.04739
P -1.07568 -0.11959 0.01995
H -0.41499 1.91445 0.14179
H 1.53575 -1.12398 1.20713
H 1.44517 -1.83842 -1.34581
*
```

Calculated values
DFT total energy	-25406.459	eV
relative energy (zero: lowest compared OMol25 entry of this formula, charge and spin)	20.6	kcal per mole
gap between HOMO and LUMO	7.277	eV